This record from the Open Molecules 2025 dataset describes a cluster of 10 separate species, C51H52O17 in total at a distorted geometry. The level of theory is ωB97M-V with the def2-TZVPD basis set.

Geometry as XYZ:
```
120
Properties=species:S:1:pos:R:3:forces:R:3:mulliken_charge:R:1
O 3.99475 -2.04346 -3.70916 -1.508 1.916 -2.705 -0.4998
O 0.37175 3.98354 -1.17016 0.560 -0.424 0.199 -0.5913
O 3.94475 -4.81446 -1.92216 2.228 0.120 -0.158 -0.5496
O -1.36925 0.84254 -1.56216 0.695 -0.674 -0.328 -0.6719
O 2.26575 0.90254 -7.90316 -0.528 2.862 -0.752 -0.5039
O -1.26825 5.29254 -2.85816 0.347 -1.547 -0.399 -0.5007
O 7.90275 -2.02746 -0.57616 -0.557 2.608 -5.232 -0.5433
O -1.45025 -4.65446 -2.80516 4.733 0.072 0.573 -0.5854
O -6.77825 0.56254 1.39584 -1.317 0.186 -0.478 -0.5142
O 3.53775 0.02454 2.29184 -0.593 0.195 -0.539 -0.6034
O -3.38425 1.92154 8.09284 -0.183 -0.982 0.286 -0.5419
O 0.74675 1.03854 4.58684 0.747 -1.208 -0.406 -0.3900
O 5.23375 -3.20846 6.20384 2.306 -4.197 3.589 -0.4664
O 0.99775 -2.37046 2.13884 -0.932 2.069 -3.960 -0.7653
O -3.49025 -3.18646 0.36584 -1.511 1.418 -4.015 -0.6171
O -2.03425 3.77654 3.69984 -0.101 0.934 0.807 -0.4807
O -5.90125 -2.63046 -4.68116 0.863 -0.317 1.587 -0.5400
C -0.16625 -4.66046 -2.61016 -5.556 -0.159 1.125 0.5441
C -1.76225 2.68254 6.59784 5.447 1.390 -1.964 -0.1218
C 2.59975 0.44054 -6.85516 0.297 -3.084 0.182 0.3912
C -1.24525 0.14354 0.66184 0.431 -2.602 4.517 -0.0996
C 0.75575 -4.47346 -3.69916 6.286 0.321 1.220 -0.3025
C -0.69125 5.05954 0.51684 -3.980 2.415 7.808 -0.2501
C 3.29075 0.04054 -4.41816 -2.756 7.345 -4.205 -0.1146
C -0.15225 3.92054 -0.06916 0.628 -2.326 -0.995 0.2822
C -5.92925 -3.35146 -2.36016 0.156 0.157 0.666 -0.3088
C 2.73675 -1.05646 -7.00616 0.265 -1.966 2.495 -0.2723
C -3.98925 -2.88946 -0.78216 1.190 -1.304 3.243 0.7471
C -1.91725 2.93554 -3.31916 -3.612 2.711 0.264 -1.3435
C 3.56375 -2.02846 5.27784 -1.610 1.823 -4.111 -0.6459
C 1.09075 -1.42646 -0.10116 1.630 0.717 -5.449 0.1877
C 3.97275 -0.59346 3.23884 -2.044 -0.197 0.953 0.2818
C 4.94075 -2.41946 5.41884 -0.037 4.919 -3.460 0.3315
C 0.53175 -0.53046 -1.10116 1.526 -2.894 1.920 -0.9385
C 3.55075 -1.30146 -4.65416 2.542 -4.111 2.393 0.3184
C 2.88475 0.99854 -5.51716 0.879 -3.617 4.473 -0.8323
C 2.77775 -4.85846 -2.15016 -1.754 -0.959 2.754 0.6151
C -0.99625 2.63854 2.08884 4.020 -3.792 -7.098 0.6210
C -1.99925 0.30854 6.94984 3.766 -4.706 -2.739 -0.6151
C -1.41725 3.86854 2.65284 -2.117 -0.216 0.090 0.1651
C -1.94625 4.37654 -3.81816 1.844 3.733 -1.657 0.4418
C -6.52725 1.49254 3.57784 -1.474 -0.813 1.476 -1.4278
C -0.14525 1.11854 5.39784 -1.611 -2.045 -0.459 0.6060
C 5.34775 -0.69346 3.44384 6.529 -3.276 4.765 -0.0520
C -0.32725 2.64154 0.63384 -1.926 -0.204 7.303 -0.4710
C -0.53125 2.40454 5.79784 -5.854 4.700 2.367 -0.1373
C 0.33975 -4.82846 -1.20116 6.788 -1.558 -0.054 -0.2718
C -1.00025 -0.07746 5.92784 -3.169 7.613 4.016 -0.7346
C 5.94875 -1.59146 4.57784 -4.158 2.871 -5.106 -0.6758
C 5.52375 -1.88346 -0.41316 0.138 1.345 0.320 -0.9297
C -0.53325 -0.65846 1.71884 -3.323 2.966 -2.331 0.2750
C -6.73925 1.80554 2.08984 -0.215 0.894 -0.242 0.5933
C -5.37825 -3.26346 -1.08516 -4.539 -1.967 -0.167 -0.2789
C -2.50625 1.61654 7.32284 1.244 2.190 -1.528 0.2071
C -5.31225 -2.77046 -3.61816 1.585 0.370 0.569 0.2597
C 3.32575 -1.81946 -5.98816 -1.377 0.296 -3.942 -0.2748
C -1.38125 5.08654 1.85484 1.587 2.345 -4.512 -0.8497
C 6.87375 -1.05846 -0.49716 -3.235 -0.566 1.892 0.8946
C 0.55275 -1.57746 1.22484 0.070 -0.923 5.908 0.1134
C 1.83575 -5.01146 -0.98916 -6.877 1.805 -1.693 -0.6379
C -5.46925 2.46654 1.45384 -5.829 4.654 2.241 -1.5806
C -3.87325 -2.28746 -3.34716 2.789 0.161 6.537 -0.5248
C -3.23225 -2.30946 -1.89016 -5.357 -0.726 -6.457 -0.1722
C -0.70525 0.19554 -0.77516 -1.866 -0.115 1.533 0.3853
C -3.24625 5.22554 -4.03016 -0.643 -4.251 -0.598 -1.4217
C 6.82575 -0.11346 -1.71316 -1.229 1.947 2.784 -1.3328
C 2.19275 -4.70146 -3.42716 -6.368 1.685 -3.565 -0.5629
C 3.09375 -1.26146 4.24684 1.358 -0.222 1.133 0.1996
H -1.04625 2.47154 -3.36416 4.613 -1.236 -0.058 0.5725
H 2.80575 -2.61846 5.66184 -1.057 -1.016 1.849 0.4078
H 2.77475 -4.46146 -4.28516 0.936 -0.031 -0.179 0.4138
H 2.20575 -1.46146 -7.94716 1.616 0.565 1.503 0.3385
H 3.60175 -2.84546 -6.26216 -0.264 0.246 0.708 0.4333
H 0.55075 -3.81346 -4.56116 -0.421 -1.218 0.217 0.3945
H -1.92325 3.79554 6.85984 -0.268 -2.060 -0.702 0.3189
H -7.40425 0.80354 4.07684 1.393 2.440 -1.256 0.3232
H -6.59825 -0.10546 2.04984 -0.120 -0.521 0.171 0.2961
H 7.07075 -0.58646 -2.58116 0.062 -1.907 -2.450 0.4817
H -5.73225 0.79454 3.81384 0.911 0.037 -0.664 0.3977
H -0.36725 4.93454 -2.89116 -0.108 0.555 0.679 0.2808
H 2.56775 1.98654 -5.18716 0.340 -0.044 -0.442 0.4325
H -7.76825 2.54654 2.08484 2.660 -2.312 -0.680 0.1476
H -4.76325 1.83354 1.39684 5.848 -4.895 2.237 0.3297
H -0.53725 5.99154 0.07584 -0.110 1.207 -1.108 0.5852
H 5.97675 -0.04346 2.77784 -0.387 -1.001 0.826 0.3831
H -5.30325 2.52454 0.42384 -2.000 1.304 -2.515 0.6999
H 2.17375 -4.95446 0.02584 0.453 -0.497 0.289 0.5109
H -3.15825 -1.81846 -4.01816 -0.705 -0.135 -0.504 0.4120
H -2.38725 -1.76246 -1.67016 1.998 0.730 0.034 0.4808
H -2.22125 2.91854 -2.28516 -0.291 0.056 0.322 0.1051
H -0.51025 -0.93546 5.77484 0.918 -3.796 -0.149 0.6972
H 5.11175 -2.45846 -1.22416 0.472 0.323 -1.227 0.1823
H 0.82275 -0.42846 -2.19916 0.106 -0.355 1.832 0.4542
H -1.24325 4.61254 -4.75316 -1.714 -1.368 1.272 0.2366
H -5.35625 3.43454 1.95784 0.933 -0.284 -0.317 0.3551
H -1.18825 1.56754 2.58784 0.651 3.198 -0.901 0.2370
H 2.06875 -2.12046 -0.37716 -2.763 2.010 0.784 0.3413
H -3.06425 6.23154 -4.37316 0.043 -0.068 -0.257 0.3613
H -3.75425 5.18654 -3.08916 -0.234 0.576 0.874 0.3577
H 7.65575 0.54854 -1.61116 0.472 1.100 0.201 0.4140
H 0.18675 1.73154 0.30384 -0.275 1.050 0.164 0.4750
H -1.99725 6.04454 2.27984 1.997 -2.469 -1.196 0.2821
H 3.25575 0.50354 -3.44616 0.419 -0.371 0.326 0.5883
H 6.84375 -0.48246 0.62484 0.605 -1.109 -3.161 -0.2201
H -0.14725 3.24654 5.12284 -0.211 -1.215 1.690 0.4037
H -0.26725 -5.03546 -0.32516 -0.437 0.439 -0.445 0.4620
H -2.48825 2.21154 -3.84216 -1.412 -0.221 -0.782 0.6257
H 5.63275 -2.64446 0.30684 0.352 -0.818 1.415 0.4093
H 6.99175 -1.82246 4.64384 0.457 0.272 0.134 0.4212
H -6.26825 2.42654 4.12484 -0.708 -0.707 0.010 0.3661
H -2.25625 0.78754 0.92584 2.965 -1.956 -1.048 0.5957
H -0.82125 -0.61946 2.94384 0.853 -0.368 -3.936 0.0224
H 8.11075 -2.30246 0.23584 1.199 -1.673 4.905 0.3157
H 4.73875 -1.22346 -0.05316 -0.245 0.193 0.052 0.2172
H 2.06375 -1.02846 4.13784 -0.811 -0.174 -0.143 0.3468
H -6.90425 -3.81746 -2.65916 0.747 0.527 1.106 0.3451
H -2.22725 -0.52346 7.60784 -0.745 -0.016 -0.141 0.3651
H 5.83675 0.51254 -1.83716 1.923 -1.452 0.507 0.1446
H -3.94625 4.55054 -4.64016 0.823 1.518 0.061 0.3293
H -6.15325 -3.66346 -0.16716 2.796 1.138 -2.591 0.2078
```
Forces are in eV/Å.

## Properties
lowest unoccupied orbital energy: -2.7369 eV
E_tot: -3252.5931 Ha
SMILES string: O=C1C=CC(=O)C=C1.O=C1C=CC(=O)C=C1.O=C1C=CC(=O)C=C1.O=C1C=CC(=O)C=C1.O=C1C=CC(=O)C=C1.O=C1C=CC(=O)C=C1.O=C1C=CC(=O)C=C1.CC(C)O.CC(C)O.CC(C)O